The following is a DFT calculation (ωB97M-V/def2-TZVPD) of 2 unconnected molecules or ions with the total composition C2H3F3 at a distorted geometry.

Last column: Löwdin charge in e.
Positions of all 8 atoms, in Å:
C  -0.237  -0.107  0.185  0.04
C  -1.021  0.695  1.077  -0.35
F  -1.633  1.775  0.696  0.23
F  -1.424  0.326  2.203  0.28
F  0.714  2.130  2.108  -0.57
H  -0.751  -0.413  -0.797  0.15
H  0.816  0.422  0.137  0.17
H  0.033  -0.979  0.598  0.05

Properties
Frontier orbital gap (alpha / beta) ... 8.09 / 8.09 eV
E_HOMO (alpha / beta) ... -9.55 / -9.55 eV
Relative energy (zero: lowest compared OMol25 entry of this formula, charge and spin) ... 4.305 eV